Entry 1:
This record from the Open Molecules 2025 dataset describes C49H37BCrF4N2O17 as an isolated structure at a distorted geometry. The level of theory is the ωB97M-V functional and the def2-TZVPD basis.

Properties
**LUMO (spin up / spin down)**: -0.47 / -0.25 eV
**Net charge**: -1
**Spin multiplicity**: 4
**Relative energy (zero: lowest compared OMol25 entry of this formula, charge and spin)**: 530.5 kJ/mol
**⟨S²⟩**: 3.81
**HOMO level (spin up / spin down)**: -6.7 / -6.7 eV
**Molar mass**: 1064.63 g/mol
**Frontier orbital gap (spin up / spin down)**: 0.229 / 0.236 Eh

Last column: Löwdin charge in e.
Element x y z (Å)
Cr 1.53 -1.73 0.85  1.14
N 4.15 -0.11 2.02  -0.56
O 4.44 -0.66 3.06  0.04
O 3.10 -0.42 1.38  -0.14
O 4.78 0.87 1.61  0.00
N 0.74 -1.62 4.07  -0.53
O 1.65 -1.02 4.62  0.03
O -0.14 -2.30 4.69  0.00
O 0.75 -1.63 2.81  -0.13
C -0.32 -4.34 -0.30  -0.35
O 0.14 -4.44 -1.68  -0.11
O 0.48 -3.44 0.37  -0.19
C -1.93 -4.33 -0.21  -0.57
F -2.61 -5.24 -0.82  0.20
F -2.26 -4.50 1.13  0.10
F -2.29 -3.12 -0.58  0.16
C -0.10 -5.66 -2.46  -0.22
C 0.76 -5.76 -3.75  -0.05
H 0.48 -6.73 -4.14  0.07
H 0.39 -5.00 -4.44  0.08
H 1.84 -5.72 -3.63  0.05
H -1.14 -5.61 -2.78  0.10
H 0.09 -6.57 -1.88  0.11
H -0.14 -5.36 0.04  0.14
B 0.22 -0.14 0.15  -0.41
H 0.95 -0.34 -0.62  -0.03
H -0.39 -1.03 0.19  -0.02
H 0.65 0.02 1.13  -0.02
H -0.31 0.77 -0.07  0.01
C -0.37 1.67 -3.39  -0.08
C -1.59 1.00 -2.65  -0.31
O -2.56 0.73 -3.63  0.12
C -2.15 1.45 -4.75  -0.40
O -2.66 1.35 -5.91  0.08
O -1.01 2.19 -4.52  0.06
F -2.05 2.00 -1.89  0.08
H 0.43 0.97 -3.60  0.12
H 0.09 2.41 -2.74  0.14
H -1.35 0.07 -2.14  0.15
C 3.68 1.24 -4.98  -0.03
C 3.27 1.48 -3.65  -0.06
C 3.21 0.42 -2.76  0.02
C 3.46 -0.96 -3.15  -0.03
C 3.88 -1.13 -4.46  -0.10
C 4.03 -0.07 -5.35  0.00
C 4.05 -2.53 -4.99  -0.27
O 4.29 -2.78 -6.15  0.11
C 4.09 -3.64 -3.99  -0.10
C 4.67 -4.84 -4.38  0.01
C 4.69 -5.94 -3.48  -0.05
C 4.30 -5.72 -2.18  -0.09
C 3.72 -4.54 -1.73  0.03
C 3.65 -3.49 -2.69  -0.06
C 3.27 -2.10 -2.18  -0.16
O 2.81 -1.91 -1.03  0.01
H 3.97 2.02 -5.66  0.10
H 3.18 2.42 -3.11  0.11
H 2.91 0.65 -1.75  0.12
H 4.42 -0.20 -6.35  0.12
H 5.03 -5.08 -5.37  0.12
H 5.17 -6.88 -3.74  0.11
H 4.24 -6.59 -1.53  0.11
H 3.41 -4.59 -0.69  0.13
C 1.30 4.26 2.21  -0.11
C 1.11 2.94 2.49  -0.03
C 1.92 2.39 3.45  0.01
C 2.78 3.13 4.24  -0.08
C 2.89 4.49 3.92  -0.04
C 2.19 5.04 2.81  -0.01
C 3.84 5.37 4.70  -0.33
O 4.08 6.51 4.40  0.12
C 4.27 4.86 5.97  -0.08
C 4.85 5.66 7.01  0.02
C 5.37 5.09 8.21  -0.07
C 5.41 3.72 8.37  -0.09
C 4.71 2.96 7.49  -0.02
C 4.15 3.47 6.29  -0.04
C 3.53 2.46 5.34  -0.22
O 3.64 1.22 5.47  0.10
H 0.57 4.69 1.54  0.11
H 0.45 2.34 1.89  0.10
H 1.72 1.37 3.75  0.11
H 2.30 6.03 2.39  0.12
H 5.01 6.72 6.91  0.11
H 5.81 5.71 8.98  0.10
H 5.77 3.24 9.27  0.11
H 4.75 1.90 7.65  0.12
C -10.60 3.26 -0.65  -0.08
C -9.63 4.29 -0.51  -0.06
C -8.32 3.91 -0.48  -0.02
C -7.90 2.55 -0.48  -0.07
C -8.92 1.51 -0.51  0.00
C -10.24 1.95 -0.72  -0.05
C -8.40 -0.02 -0.38  -0.26
O -9.15 -0.94 -0.43  0.12
C -6.95 -0.22 -0.05  -0.07
C -6.46 -1.47 0.31  -0.02
C -5.13 -1.68 0.56  -0.05
C -4.24 -0.62 0.38  -0.01
C -4.71 0.70 0.12  0.01
C -6.05 0.92 -0.08  -0.08
C -6.47 2.31 -0.38  -0.30
O -5.65 3.23 -0.46  0.09
H -11.63 3.53 -0.79  0.10
H -9.93 5.32 -0.66  0.10
H -7.63 4.71 -0.69  0.12
H -11.05 1.25 -0.88  0.11
H -7.12 -2.32 0.35  0.12
H -4.76 -2.62 0.94  0.11
H -3.17 -0.61 0.55  0.10
H -4.02 1.52 -0.02  0.11

---

Entry 2:
This record from the Open Molecules 2025 dataset describes C19H32N9O4SSc as an isolated structure. The level of theory is the ωB97M-V functional and the def2-TZVPD basis.

Properties
**LUMO**: -6.00 eV
**Net charge**: +2
**Relative energy (zero: lowest compared OMol25 entry of this formula, charge and spin)**: 183.8 kJ/mol
**HOMO level**: -13.5 eV
**Molar mass**: 527.55 g/mol
**Frontier orbital gap**: 0.275 Eh

Last column: Löwdin charge in e.
Element x y z (Å)
Sc -0.28 0.32 -0.06  1.11
C 1.83 -0.58 -2.31  -0.11
C 2.16 -1.85 -1.54  -0.14
O 1.46 -1.77 -0.30  -0.20
C 2.08 -2.49 0.75  -0.14
C 1.29 -2.19 2.00  -0.12
O 1.00 -0.79 2.06  -0.20
C 2.02 -0.01 2.68  -0.14
C 1.61 1.42 2.48  -0.12
O 1.34 1.63 1.08  -0.24
C 2.45 2.02 0.26  -0.12
C 2.79 0.93 -0.71  -0.12
O 1.60 0.51 -1.39  -0.24
H 0.91 -0.69 -2.88  0.11
H 2.65 -0.30 -2.98  0.15
H 3.23 -1.95 -1.35  0.13
H 1.83 -2.72 -2.11  0.15
H 3.13 -2.18 0.85  0.13
H 2.07 -3.57 0.56  0.15
H 1.84 -2.50 2.89  0.15
H 0.34 -2.70 1.99  0.12
H 3.00 -0.22 2.24  0.14
H 2.07 -0.24 3.75  0.15
H 2.37 2.11 2.82  0.15
H 0.68 1.63 3.00  0.13
H 3.32 2.23 0.88  0.15
H 2.17 2.94 -0.26  0.13
H 3.23 0.07 -0.19  0.13
H 3.51 1.30 -1.45  0.16
C -3.10 -1.55 -5.72  -0.07
C -1.80 -1.05 -5.11  -0.23
N -2.04 -0.06 -4.06  0.00
C -1.88 -0.29 -2.74  -0.80
S -2.54 0.85 -1.59  0.69
N -1.22 -1.36 -2.35  0.01
N -1.21 -1.36 -0.96  -0.17
C -1.89 -2.23 -0.32  -0.24
C -2.65 -3.31 -1.01  0.03
C -2.02 -1.95 1.13  -0.21
C -2.56 -2.86 2.02  0.02
C -2.77 -2.47 3.34  0.00
C -2.45 -1.18 3.72  -0.01
C -1.89 -0.34 2.78  -0.09
N -1.67 -0.71 1.51  0.03
H -2.90 -2.33 -6.46  0.08
H -3.63 -0.74 -6.22  0.08
H -3.76 -1.97 -4.95  0.08
H -1.17 -0.60 -5.87  0.12
H -1.25 -1.87 -4.66  0.10
H -2.66 0.71 -4.28  0.12
H -3.15 -2.90 -1.88  0.09
H -3.39 -3.77 -0.35  0.08
H -1.97 -4.08 -1.38  0.11
H -2.82 -3.85 1.69  0.13
H -3.20 -3.17 4.05  0.13
H -2.63 -0.83 4.72  0.13
H -1.61 0.67 3.04  0.12
N -1.28 5.67 -0.26  0.17
N -0.89 4.46 -0.77  -0.26
N -0.50 4.32 -2.02  0.18
C -0.11 3.05 -2.03  -0.19
N -0.27 2.48 -0.83  -0.16
N -0.78 3.41 -0.02  0.11
H -1.65 6.23 -1.02  0.12
H -1.92 5.53 0.50  0.12
H 0.25 2.55 -2.91  0.13

---

Entry 3:
This record from the Open Molecules 2025 dataset describes a 2-piece molecular cluster, C5H5P overall at a distorted geometry. The level of theory is the ωB97M-V functional and the def2-TZVPD basis.

Properties
**LUMO**: 0.83 eV
**Net charge**: 0
**Relative energy (zero: lowest compared OMol25 entry of this formula, charge and spin)**: 515.9 kJ/mol
**HOMO level**: -8.1 eV
**Molar mass**: 96.07 g/mol
**Frontier orbital gap**: 0.327 Eh

Last column: Löwdin charge in e.
Element x y z (Å)
C 1.23 0.42 -0.48  -0.08
C 0.77 1.14 -1.46  -0.02
C -0.73 -1.66 0.21  -0.28
C -1.03 -0.99 1.36  -0.29
C -0.13 0.81 -0.33  -0.59
P -1.63 -0.10 -0.09  0.85
H 1.90 -0.13 0.11  0.09
H 1.09 1.74 -2.34  0.12
H 0.02 -2.30 -0.11  0.03
H -0.86 -1.02 2.41  0.05
H -0.63 2.08 0.71  0.13